C21H42MnN7PSe as an isolated structure at a distorted geometry. Source: the OMol25 dataset; level of theory: wB97M-V/def2-TZVPD.

Last column: Mulliken spin population.
CARTESIAN COORDINATES (ANGSTROEM)
1 Mn -0.435 0.752 -0.104  1.036
2 C -2.314 -1.051 2.308  0.006
3 C -3.152 -0.115 1.422  0.003
4 N -2.473 0.292 0.159  -0.006
5 C -3.330 1.206 -0.642  0.005
6 C -2.547 1.680 -1.852  -0.003
7 N -1.259 2.264 -1.410  -0.003
8 C -1.447 3.643 -0.871  -0.009
9 C -1.450 3.746 0.652  0.036
10 C -0.083 3.492 1.270  -0.008
11 N 0.223 2.045 1.374  -0.015
12 C -0.112 1.427 2.672  0.008
13 C 0.448 0.022 2.618  0.007
14 N -0.004 -0.672 1.394  -0.022
15 C -1.079 -1.659 1.669  0.002
16 H -2.951 -1.865 2.653  0.000
17 H -2.008 -0.532 3.215  0.000
18 H -3.415 0.796 1.961  -0.001
19 H -4.095 -0.597 1.152  -0.001
20 H -2.413 -0.572 -0.390  0.003
21 H -3.617 2.045 -0.010  0.001
22 H -4.253 0.704 -0.943  0.000
23 H -3.136 2.395 -2.432  0.000
24 H -2.325 0.832 -2.504  -0.003
25 H -0.665 2.344 -2.228  -0.001
26 H -2.375 4.057 -1.273  -0.002
27 H -0.639 4.266 -1.259  -0.001
28 H -2.184 3.070 1.097  -0.011
29 H -1.775 4.755 0.913  0.001
30 H 0.005 3.958 2.254  -0.001
31 H 0.683 3.941 0.634  0.001
32 H 1.232 1.936 1.269  0.004
33 H -1.196 1.443 2.794  -0.006
34 H 0.326 1.982 3.505  0.001
35 H 0.211 -0.543 3.522  0.000
36 H 1.538 0.091 2.562  -0.005
37 H 0.815 -1.186 1.056  -0.003
38 H -0.698 -2.436 2.338  0.000
39 H -1.321 -2.157 0.725  -0.002
40 C 5.998 -0.873 0.705  0.000
41 C 4.599 -0.271 0.596  0.001
42 P 3.163 -1.432 0.642  0.000
43 C 3.526 -2.417 2.158  0.000
44 C 2.309 -3.170 2.696  0.000
45 C 3.572 -2.595 -0.730  -0.001
46 C 2.556 -3.722 -0.897  0.000
47 H 6.752 -0.087 0.698  0.000
48 H 6.217 -1.542 -0.126  0.000
49 H 6.122 -1.433 1.632  0.000
50 H 4.510 0.305 -0.331  0.000
51 H 4.437 0.442 1.411  0.000
52 H 3.879 -1.710 2.915  0.000
53 H 4.354 -3.104 1.966  0.000
54 H 1.545 -2.474 3.051  0.000
55 H 2.585 -3.804 3.537  0.000
56 H 1.853 -3.809 1.940  0.000
57 H 4.570 -3.013 -0.580  0.000
58 H 3.621 -1.991 -1.642  0.000
59 H 2.656 -4.467 -0.109  0.000
60 H 2.696 -4.237 -1.847  0.000
61 H 1.528 -3.346 -0.864  0.000
62 Se -0.015 -1.746 -3.010  -0.003
63 N 1.504 -1.303 -3.779  0.011
64 C 1.979 -0.239 -3.162  -0.001
65 C 3.188 0.465 -3.452  0.000
66 C 3.482 1.530 -2.662  -0.001
67 C 2.626 1.897 -1.572  -0.001
68 N 1.509 1.290 -1.275  -0.016
69 C 1.176 0.253 -2.093  0.009
70 N 0.045 -0.386 -1.848  -0.010
71 H 3.824 0.148 -4.267  0.000
72 H 4.376 2.115 -2.823  0.000
73 H 2.922 2.726 -0.939  0.000

Values from the calculation:
- 2S+1: 2
- Energy: -138831.57696 eV
- Total charge: +2

=====

C30H44As6F36N6O2 as an isolated structure at a distorted geometry. Source: the OMol25 dataset; level of theory: wB97M-V/def2-TZVPD.

Last column: Löwdin charge in e.
CARTESIAN COORDINATES (ANGSTROEM)
1 C 7.536 0.893 3.559  0.029
2 C 7.193 0.222 2.266  -0.333
3 O 6.036 0.160 1.807  0.121
4 N 8.374 -0.449 1.594  0.113
5 H 9.156 0.060 1.980  0.150
6 H 8.640 -1.411 1.748  0.180
7 C 8.347 -0.147 0.058  0.038
8 H 6.891 1.771 3.558  0.101
9 H 8.562 1.242 3.679  0.098
10 H 7.183 0.249 4.364  0.111
11 H 9.233 -0.505 -0.466  0.107
12 H 8.165 0.901 -0.177  0.108
13 H 7.508 -0.662 -0.411  0.082
14 C 2.209 -3.535 0.084  0.019
15 C 3.141 -2.581 0.839  -0.310
16 O 3.921 -1.856 0.227  0.137
17 N 2.887 -2.307 2.361  0.140
18 H 2.964 -1.325 2.581  0.087
19 H 1.945 -2.612 2.561  0.156
20 C 3.925 -3.165 3.273  0.077
21 H 2.589 -3.815 -0.899  0.107
22 H 1.219 -3.135 -0.138  0.090
23 H 1.893 -4.407 0.655  0.080
24 H 4.940 -2.807 3.101  0.090
25 H 3.809 -4.223 3.038  0.090
26 H 3.703 -3.031 4.332  0.089
27 C -2.999 -1.129 0.266  0.021
28 N -4.017 -1.996 0.845  -0.041
29 C -5.163 -1.424 1.270  0.075
30 C -6.200 -2.248 1.821  0.096
31 C -6.036 -3.623 1.847  -0.158
32 C -4.918 -4.162 1.287  0.015
33 C -3.885 -3.369 0.874  0.039
34 C -7.077 -4.460 2.492  -0.114
35 C -7.580 -5.617 1.845  0.084
36 C -8.514 -6.389 2.546  0.050
37 N -8.987 -6.048 3.787  -0.085
38 C -8.427 -5.006 4.421  0.015
39 C -7.580 -4.195 3.729  0.025
40 C -10.011 -6.784 4.480  0.020
41 H -2.004 -1.226 0.702  0.109
42 H -3.150 -0.058 0.404  0.095
43 H -3.011 -1.331 -0.805  0.108
44 H -5.253 -0.351 1.184  0.127
45 H -7.049 -1.720 2.232  0.142
46 H -4.706 -5.214 1.399  0.137
47 H -2.939 -3.691 0.465  0.147
48 H -7.242 -5.828 0.841  0.141
49 H -8.977 -7.248 2.084  0.147
50 H -8.717 -4.605 5.381  0.162
51 H -7.312 -3.306 4.280  0.145
52 H -9.542 -7.411 5.239  0.119
53 H -10.495 -7.472 3.786  0.110
54 H -10.754 -6.130 4.936  0.120
55 C -2.877 1.470 -5.269  0.049
56 N -1.892 1.483 -4.155  -0.054
57 C -0.600 1.327 -4.490  0.044
58 C 0.361 1.345 -3.469  0.094
59 C -0.070 1.771 -2.169  -0.091
60 C -1.383 1.835 -1.908  -0.014
61 C -2.300 1.673 -2.884  -0.009
62 C 0.924 2.060 -1.018  -0.073
63 C 0.747 3.034 -0.075  0.034
64 C 1.715 3.371 0.889  0.076
65 N 2.863 2.625 0.964  -0.044
66 C 3.077 1.659 0.071  -0.045
67 C 2.116 1.276 -0.809  0.028
68 C 3.997 3.115 1.820  0.036
69 H -3.507 0.594 -5.110  0.092
70 H -2.432 1.305 -6.250  0.087
71 H -3.310 2.470 -5.245  0.122
72 H -0.299 1.272 -5.526  0.148
73 H 1.394 1.085 -3.648  0.121
74 H -1.847 2.093 -0.968  0.119
75 H -3.300 1.967 -2.601  0.152
76 H -0.130 3.660 -0.158  0.134
77 H 1.673 4.330 1.384  0.160
78 H 4.010 1.119 0.146  0.120
79 H 2.368 0.442 -1.446  0.109
80 H 4.580 3.721 1.126  0.093
81 H 4.586 2.240 2.098  0.061
82 H 3.516 3.640 2.645  0.090
83 As -0.093 2.031 -9.515  0.887
84 F 0.817 1.763 -11.056  -0.307
85 F -1.261 3.011 -10.436  -0.301
86 F -1.100 2.213 -8.052  -0.314
87 F 0.903 0.810 -8.669  -0.305
88 F 0.778 3.578 -9.087  -0.301
89 F -1.060 0.618 -10.009  -0.317
90 As 5.841 0.892 -2.992  0.884
91 F 5.987 2.112 -1.704  -0.275
92 F 7.466 0.251 -2.791  -0.279
93 F 5.555 -0.154 -4.379  -0.276
94 F 4.098 1.468 -3.164  -0.308
95 F 6.562 2.016 -4.163  -0.263
96 F 5.199 -0.442 -1.934  -0.326
97 As 4.419 6.448 -1.148  0.906
98 F 4.435 4.683 -0.963  -0.304
99 F 5.000 6.197 -2.797  -0.272
100 F 4.487 8.268 -1.313  -0.308
101 F 3.917 6.609 0.556  -0.308
102 F 6.180 6.420 -0.560  -0.341
103 F 2.694 6.431 -1.679  -0.305
104 As -6.155 -0.352 -2.821  0.918
105 F -4.314 -0.343 -3.058  -0.328
106 F -6.165 1.293 -3.513  -0.283
107 F -7.916 -0.266 -2.525  -0.282
108 F -6.030 -1.983 -2.157  -0.295
109 F -5.923 0.321 -1.112  -0.320
110 F -6.420 -0.829 -4.501  -0.265
111 As 2.838 1.006 4.909  0.919
112 F 4.616 1.361 4.819  -0.288
113 F 2.879 -0.598 5.730  -0.302
114 F 1.107 0.865 4.927  -0.253
115 F 2.421 2.597 4.149  -0.274
116 F 3.103 0.216 3.296  -0.303
117 F 2.779 1.725 6.536  -0.266
118 As -3.018 2.918 2.595  0.924
119 F -1.927 4.231 2.903  -0.255
120 F -3.237 3.524 0.853  -0.325
121 F -4.102 1.552 2.195  -0.311
122 F -2.823 2.232 4.235  -0.290
123 F -4.466 3.866 3.110  -0.288
124 F -1.478 1.975 2.121  -0.350

Values from the calculation:
- 2S+1: 1
- Energy: -507730.29186 eV
- Total charge: 0

=====

C38H46CoN11OPS as an isolated structure. Source: the OMol25 dataset; level of theory: wB97M-V/def2-TZVPD.

Last column: Mulliken spin population.
CARTESIAN COORDINATES (ANGSTROEM)
1 Co -0.153 -0.548 -0.383  2.784
2 C -4.179 0.613 -1.975  0.001
3 C -4.429 1.805 -1.320  0.001
4 C -3.469 2.312 -0.458  -0.003
5 C -2.285 1.617 -0.284  0.012
6 N -2.041 0.459 -0.922  0.026
7 C -2.974 -0.026 -1.739  0.010
8 C -1.223 2.067 0.656  0.010
9 C -1.243 3.266 1.356  -0.001
10 C -0.197 3.541 2.217  -0.003
11 C 0.820 2.614 2.395  0.002
12 C 0.755 1.424 1.689  0.009
13 N -0.236 1.191 0.828  -0.002
14 C 1.681 0.274 1.884  0.009
15 C 2.758 0.306 2.756  0.002
16 C 3.485 -0.855 2.968  -0.002
17 C 3.109 -2.015 2.313  0.002
18 C 2.036 -1.955 1.440  0.002
19 N 1.347 -0.841 1.218  0.028
20 H -4.900 0.177 -2.651  0.000
21 H -5.362 2.331 -1.470  0.000
22 H -3.650 3.233 0.076  0.000
23 H -2.744 -0.969 -2.219  0.000
24 H -2.043 3.980 1.229  0.000
25 H -0.183 4.470 2.772  0.000
26 H 1.618 2.809 3.096  0.000
27 H 3.019 1.214 3.280  0.000
28 H 4.324 -0.855 3.650  0.000
29 H 3.636 -2.946 2.466  0.000
30 H 1.710 -2.834 0.894  -0.001
31 N -0.718 -3.894 -0.508  0.002
32 C -1.293 -3.322 0.627  -0.006
33 C -1.856 -4.189 1.572  0.003
34 C -2.426 -3.659 2.703  -0.002
35 C -2.433 -2.275 2.875  0.002
36 C -1.849 -1.504 1.903  0.004
37 N -1.273 -2.006 0.793  0.034
38 C -0.562 -3.351 -1.777  0.009
39 C -0.603 -4.229 -2.869  0.002
40 C -0.483 -3.721 -4.139  -0.001
41 C -0.328 -2.345 -4.308  0.002
42 C -0.265 -1.562 -3.184  0.021
43 N -0.363 -2.044 -1.927  0.008
44 H -0.798 -4.898 -0.520  0.000
45 H -1.848 -5.257 1.400  0.000
46 H -2.870 -4.310 3.444  0.000
47 H -2.877 -1.814 3.745  0.000
48 H -1.813 -0.426 1.997  0.000
49 H -0.751 -5.288 -2.704  0.000
50 H -0.525 -4.383 -4.994  0.000
51 H -0.245 -1.900 -5.289  0.000
52 H -0.119 -0.494 -3.252  -0.011
53 C 1.539 1.737 -4.024  0.001
54 N 2.637 0.867 -3.635  0.001
55 C 3.791 0.941 -4.525  0.000
56 P 2.755 0.178 -2.145  0.034
57 O 1.409 0.261 -1.475  0.013
58 N 3.882 0.863 -1.149  0.001
59 C 5.306 0.843 -1.481  0.000
60 C 3.502 2.077 -0.430  0.001
61 N 3.387 -1.307 -2.448  -0.003
62 C 3.010 -2.096 -3.616  -0.001
63 C 4.070 -2.096 -1.432  -0.001
64 H 1.100 1.396 -4.967  0.000
65 H 1.885 2.765 -4.161  0.000
66 H 0.786 1.745 -3.244  0.001
67 H 3.488 0.694 -5.545  0.000
68 H 4.560 0.234 -4.221  0.000
69 H 4.221 1.946 -4.532  0.000
70 H 5.562 -0.048 -2.050  0.000
71 H 5.889 0.840 -0.558  0.000
72 H 5.595 1.724 -2.062  0.000
73 H 2.436 2.081 -0.228  -0.001
74 H 3.748 2.977 -1.004  0.000
75 H 4.044 2.120 0.518  0.000
76 H 2.501 -1.478 -4.349  0.000
77 H 2.347 -2.919 -3.330  0.000
78 H 3.904 -2.523 -4.076  0.000
79 H 4.283 -1.491 -0.554  0.000
80 H 5.011 -2.482 -1.831  0.000
81 H 3.457 -2.951 -1.133  0.000
82 N -0.983 6.406 -0.802  0.000
83 C -1.137 5.306 -1.591  0.000
84 S 0.100 4.186 -1.672  0.000
85 N -2.353 5.250 -2.187  0.000
86 C -2.931 4.362 -3.126  0.000
87 C -4.261 4.621 -3.460  0.000
88 C -4.921 3.831 -4.384  0.000
89 C -4.265 2.767 -4.989  0.000
90 C -2.946 2.514 -4.653  0.000
91 C -2.270 3.299 -3.727  0.000
92 H -0.047 6.562 -0.467  0.000
93 H -1.534 7.235 -0.967  0.000
94 H -2.970 6.016 -1.958  0.000
95 H -4.779 5.459 -3.006  0.000
96 H -5.948 4.058 -4.641  0.000
97 H -4.775 2.158 -5.723  0.000
98 H -2.416 1.697 -5.130  0.000
99 H -1.242 3.106 -3.483  0.000

Values from the calculation:
- 2S+1: 4
- Energy: -116337.09158 eV
- Total charge: +2

=====

A 2-piece molecular cluster, CH3BrP2 overall at a distorted geometry. Source: the OMol25 dataset; level of theory: wB97M-V/def2-TZVPD.

Last column: Löwdin charge in e.
CARTESIAN COORDINATES (ANGSTROEM)
1 C 0.582 -0.695 -0.190  -0.965
2 P 0.119 2.292 0.169  0.310
3 P -0.830 0.489 -0.161  0.368
4 Br 2.439 0.097 -0.105  0.390
5 H 0.502 -1.295 1.362  0.186
6 H 0.415 -1.495 -0.772  -0.099
7 H -1.292 2.740 0.575  -0.189

Values from the calculation:
- 2S+1: 1
- Energy: -89701.83646 eV
- Total charge: 0